(1)
C2H4N4OS | ωB97M-V/def2-TZVPD

Values from the calculation:
HOMO-LUMO gap = 7.3 eV
molecular weight = 132.15 g mol⁻¹
highest occupied orbital energy = -8.19 eV

CARTESIAN COORDINATES (ANGSTROEM)
C: 0.1176 -0.1918 -0.3144
C: -1.2170 0.1752 -0.3811
H: 2.4968 -0.6059 0.5238
H: 2.4768 -2.2379 -0.1000
H: -0.1978 2.5602 0.6134
H: -3.3572 -0.4638 1.0552
N: 2.0232 -1.2058 -0.1799
N: 0.7468 -1.2644 -0.3024
N: -0.2331 2.0127 -0.2734
N: -1.4837 1.3799 -0.2938
O: 0.8102 1.0961 -0.1481
S: -2.1828 -1.2546 -0.1993

***

(2)
C2H4N4S | ωB97M-V/def2-TZVPD

Values from the calculation:
SMILES = SCc1nn[nH]n1
HOMO-LUMO gap = 10.4 eV
molecular weight = 116.15 g mol⁻¹
highest occupied orbital energy = -9.43 eV

CARTESIAN COORDINATES (ANGSTROEM)
S: 0.0261 1.0239 -2.3349
C: 0.9836 0.1962 -1.0232
C: 0.1524 -0.3083 0.1175
N: -0.1388 -1.5803 0.2865
N: -0.9169 -1.6144 1.3971
N: -1.0390 -0.3834 1.7500
N: -0.3884 0.5182 0.9994
H: -0.3788 2.0147 -1.5288
H: 1.4863 -0.6151 -1.5489
H: 1.8109 0.7951 -0.6362
H: -1.5974 -0.0467 2.5216

***

(3)
C2H4N4S | ωB97M-V/def2-TZVPD

Values from the calculation:
SMILES = [S-][N+]1=NCCN=N1
HOMO-LUMO gap (spin up / spin down) = 7.2 / 6.9 eV
molecular weight = 116.15 g mol⁻¹
highest occupied orbital energy (spin up / spin down) = -8.76 / -8.64 eV

CARTESIAN COORDINATES (ANGSTROEM)
S: -2.3329 1.8477 -1.4267
N: -1.1477 0.8456 -0.6021
N: -0.9283 -0.3696 -0.9228
C: -0.0681 -1.0929 -0.0639
C: 1.1144 -0.1338 0.5037
N: 0.5939 1.2267 0.7057
N: -0.4458 1.6182 0.2847
H: 0.3861 -2.0117 -0.4954
H: -0.6450 -1.4115 0.9091
H: 1.6167 -0.4875 1.3369
H: 1.8568 -0.0311 -0.2293

***

(4)
C2H4N4S | ωB97M-V/def2-TZVPD

Values from the calculation:
SMILES = c1nnn[nH]1.C=S
HOMO-LUMO gap = 8.5 eV
molecular weight = 116.15 g mol⁻¹
highest occupied orbital energy = -9.13 eV

CARTESIAN COORDINATES (ANGSTROEM)
C: 2.0445 0.9472 0.2057
N: 2.4539 -0.1588 0.7946
N: 1.9748 -1.1740 0.0980
N: 1.3046 -0.7681 -0.9460
N: 1.3173 0.5861 -0.8284
H: 2.1768 1.9915 0.5116
H: 0.7094 1.0811 -1.4252
C: -3.1194 -0.6888 0.4752
S: -2.0262 -0.2191 -0.6372
H: -4.0739 -1.0120 0.2752
H: -2.7618 -0.5851 1.4765

***

Per-record relative energy (zero: lowest compared OMol25 entry of this formula, charge and spin), kcal/mol: 126.3 32.1 122.5 67.1